# 1
Below is C20H18CuOSSb as an isolated structure, with properties calculated with ωB97M-V with the def2-TZVPD basis set.

Results
Calculated total energy, eV: -85090.2088
HOMO energy, hartree: -0.2540

Element x y z (Å)
1 Cu 2.72 -0.89 -1.12
2 S 2.73 -1.37 1.03
3 Sb 0.60 -0.51 0.65
4 C -0.01 0.02 2.65
5 C -1.03 -0.54 3.40
6 C -1.27 -0.09 4.69
7 C -0.48 0.90 5.25
8 C 0.54 1.46 4.50
9 C 0.78 1.02 3.21
10 C -0.73 -1.93 -0.31
11 C -0.40 -2.31 -1.60
12 C -1.09 -3.35 -2.21
13 C -2.09 -4.01 -1.52
14 C -2.45 -3.60 -0.25
15 C -1.77 -2.55 0.35
16 C 0.43 1.38 -0.36
17 C -0.82 1.79 -0.77
18 C -0.96 2.96 -1.50
19 C 0.16 3.70 -1.83
20 C 1.42 3.28 -1.43
21 C 1.56 2.12 -0.70
22 H -1.65 -1.33 3.01
23 H -2.07 -0.53 5.27
24 H -0.67 1.24 6.25
25 H 1.16 2.23 4.93
26 H 1.58 1.46 2.63
27 H 0.41 -1.82 -2.12
28 H -0.82 -3.65 -3.21
29 H -2.59 -4.85 -1.97
30 H -3.24 -4.10 0.28
31 H -2.06 -2.23 1.34
32 H -1.69 1.19 -0.51
33 H -1.94 3.28 -1.83
34 H 0.06 4.60 -2.41
35 H 2.30 3.85 -1.71
36 H 2.54 1.77 -0.40
37 C 1.35 0.20 -3.70
38 C 2.65 -0.02 -2.88
39 O 3.66 0.47 -3.38
40 H 1.48 1.07 -4.34
41 H 0.49 0.35 -3.05
42 H 1.19 -0.68 -4.32

# 2
Below is a 6-piece molecular cluster, C20H18F24N7O16S8 overall, with properties calculated with ωB97M-V with the def2-TZVPD basis set.

Results
Energy relative to the best compared isomer or geometry (same formula, charge and spin), kcal per mole: 111.0
Charge: -1
Calculated total energy, eV: -216113.9751
HOMO energy, hartree: -0.1959

Element x y z (Å)
1 N 3.60 1.57 4.81
2 H 4.42 1.14 5.22
3 H 3.59 2.58 4.88
4 H 2.88 1.28 5.45
5 H 3.35 1.27 3.88
6 C 8.83 -6.87 9.43
7 N 7.72 -5.90 9.30
8 C 7.29 -5.46 8.07
9 C 6.20 -4.55 7.95
10 C 5.48 -4.22 9.07
11 C 5.92 -4.68 10.36
12 C 7.08 -5.49 10.43
13 C 4.23 -3.50 8.95
14 C 4.11 -2.32 8.15
15 C 2.86 -1.68 8.15
16 N 1.85 -2.19 8.91
17 C 1.95 -3.30 9.61
18 C 3.13 -3.98 9.68
19 C 0.61 -1.37 9.11
20 H 8.62 -7.63 8.67
21 H 8.91 -7.22 10.46
22 H 9.74 -6.36 9.12
23 H 7.79 -5.75 7.16
24 H 5.84 -4.11 7.03
25 H 5.49 -4.33 11.28
26 H 7.49 -5.81 11.38
27 H 5.02 -1.83 7.85
28 H 2.75 -0.72 7.67
29 H 1.01 -3.52 10.10
30 H 3.19 -4.86 10.31
31 H 0.58 -0.81 8.18
32 H 0.71 -0.73 9.99
33 H -0.22 -2.07 9.14
34 C 1.63 0.89 -2.78
35 F 2.46 1.54 -3.58
36 F 0.44 0.78 -3.37
37 F 2.20 -0.28 -2.65
38 S 1.45 1.77 -0.99
39 O 0.56 2.92 -1.16
40 O 0.91 0.64 -0.24
41 N 3.11 2.21 -0.63
42 S 3.49 1.27 0.47
43 O 2.82 1.58 1.76
44 O 3.65 -0.08 0.13
45 C 5.32 1.87 0.84
46 F 5.35 3.15 1.03
47 F 5.74 1.26 1.92
48 F 6.06 1.50 -0.26
49 C 5.69 6.37 2.33
50 F 6.22 5.39 1.61
51 F 6.74 6.94 2.95
52 F 5.02 7.14 1.47
53 S 4.39 5.48 3.49
54 O 4.81 4.10 3.49
55 O 4.35 6.17 4.79
56 N 2.92 5.50 2.61
57 S 1.93 5.46 3.76
58 O 2.19 4.36 4.67
59 O 1.57 6.74 4.39
60 C 0.29 5.00 2.78
61 F -0.01 5.89 1.89
62 F 0.48 3.82 2.21
63 F -0.76 4.94 3.57
64 C 4.73 -2.08 4.07
65 F 5.02 -3.17 3.35
66 F 4.13 -1.29 3.15
67 F 3.93 -2.34 5.04
68 S 6.34 -1.25 4.78
69 O 7.01 -2.29 5.54
70 O 7.09 -0.75 3.60
71 N 5.61 0.09 5.67
72 S 6.82 0.48 6.56
73 O 6.96 -0.44 7.69
74 O 8.10 0.75 5.82
75 C 6.27 2.12 7.31
76 F 5.77 2.86 6.30
77 F 5.39 1.97 8.29
78 F 7.38 2.66 7.79
79 C 2.29 2.80 8.16
80 F 2.86 1.73 8.71
81 F 2.04 3.68 9.11
82 F 3.08 3.36 7.20
83 S 0.65 2.18 7.27
84 O -0.25 1.64 8.25
85 O 0.25 3.35 6.52
86 N 1.32 0.99 6.20
87 S 0.23 0.81 5.16
88 O -1.16 0.90 5.57
89 O 0.63 1.43 3.89
90 C 0.49 -1.12 4.91
91 F -0.68 -1.60 4.50
92 F 1.43 -1.34 3.96
93 F 0.78 -1.71 6.05

# 3
Below is C20H18F6N6O2PRu as an isolated structure, with properties calculated with ωB97M-V with the def2-TZVPD basis set.

Results
Charge: +1
Spin multiplicity: 5
Calculated total energy, eV: -62239.5215
HOMO energy (spin up / spin down), hartree: -0.4116 / -0.4288

Element x y z (Å)
1 Ru 0.21 0.17 0.19
2 C -0.85 -5.16 -4.10
3 C -0.81 -4.24 -2.91
4 C -0.46 -4.71 -1.65
5 C -0.37 -3.85 -0.58
6 C -0.66 -2.49 -0.70
7 N -0.48 -1.63 0.39
8 C -0.78 -2.08 1.69
9 C -1.95 -2.82 1.91
10 C -2.33 -3.20 3.18
11 C -1.57 -2.84 4.29
12 C -2.02 -3.18 5.68
13 C -0.41 -2.12 4.07
14 C 0.00 -1.75 2.80
15 N 1.26 -1.08 2.67
16 C 2.31 -1.13 3.52
17 C 3.29 -0.30 3.03
18 C 2.77 0.23 1.85
19 N 1.54 -0.26 1.64
20 C -1.04 -2.02 -1.97
21 C -1.10 -2.89 -3.05
22 N -1.45 -0.67 -2.19
23 C -2.29 -0.21 -3.14
24 C -2.30 1.16 -3.09
25 C -1.42 1.49 -2.05
26 N -0.92 0.38 -1.51
27 H -1.15 -6.16 -3.81
28 H 0.14 -5.23 -4.56
29 H -1.54 -4.80 -4.87
30 H -0.22 -5.76 -1.52
31 H -0.06 -4.22 0.39
32 H -2.56 -3.07 1.05
33 H -3.24 -3.76 3.31
34 H -2.51 -4.15 5.71
35 H -2.74 -2.44 6.03
36 H -1.19 -3.19 6.38
37 H 0.18 -1.81 4.93
38 H 2.29 -1.74 4.40
39 H 4.26 -0.11 3.46
40 H 3.20 0.93 1.16
41 H -1.36 -2.50 -4.02
42 H -2.83 -0.89 -3.77
43 H -2.87 1.84 -3.70
44 H -1.16 2.46 -1.65
45 F -1.35 1.96 0.93
46 P -0.22 3.12 1.30
47 F -1.19 3.82 2.31
48 F 0.99 4.09 1.53
49 F 0.80 2.23 0.14
50 F 0.34 2.11 2.41
51 F -0.73 3.96 0.05
52 O 1.70 0.55 -3.40
53 N 2.18 0.41 -2.33
54 O 2.02 -0.40 -1.46

# 4
Below is C20H18HoN6O7S2 as an isolated structure, with properties calculated with ωB97M-V with the def2-TZVPD basis set.

Results
Energy relative to the best compared isomer or geometry (same formula, charge and spin), kcal per mole: 0.0
Charge: +1
Spin multiplicity: 5
Calculated total energy, eV: -91767.6452
HOMO energy (spin up / spin down), hartree: -0.3895 / -0.3895

Element x y z (Å)
1 Ho -0.90 -0.14 0.10
2 C -1.35 -5.94 0.24
3 N -1.96 -5.07 1.24
4 C -2.87 -5.50 2.22
5 C -3.09 -4.43 2.95
6 N -2.33 -3.32 2.48
7 C -1.63 -3.77 1.40
8 S -0.49 -2.92 0.46
9 C -2.27 -2.06 3.14
10 C -2.27 -2.10 4.57
11 C -2.51 -0.96 5.27
12 C -2.80 0.19 4.50
13 C -2.72 0.16 3.14
14 N -2.28 -0.94 2.41
15 H -1.59 -7.02 0.36
16 H -0.25 -5.80 0.28
17 H -1.55 -5.53 -0.78
18 H -3.25 -6.52 2.37
19 H -3.76 -4.26 3.81
20 H -2.13 -3.08 5.06
21 H -2.51 -0.97 6.37
22 H -3.14 1.14 4.93
23 H -3.12 0.96 2.58
24 O 1.71 5.66 -1.09
25 C 0.93 4.92 -0.26
26 O 0.58 5.24 0.87
27 C 0.38 3.68 -0.89
28 C 0.34 3.39 -2.27
29 N -0.30 2.19 -2.43
30 N -0.64 1.61 -1.25
31 C -0.13 2.47 -0.24
32 C -0.30 1.80 1.04
33 O -1.47 1.70 1.49
34 O 0.64 0.91 1.34
35 H 2.25 5.14 -1.77
36 H 0.78 4.03 -3.06
37 H -0.29 1.66 -3.33
38 N 1.26 -0.99 -1.42
39 C 1.99 0.06 -2.05
40 C 2.30 0.04 -3.48
41 C 3.00 1.11 -4.00
42 C 3.32 2.24 -3.23
43 C 3.19 2.19 -1.83
44 C 2.47 1.12 -1.25
45 S 3.75 3.79 -4.05
46 O 5.19 3.78 -4.36
47 O 3.41 4.79 -2.94
48 O 2.74 3.90 -5.14
49 H 0.95 -1.69 -2.13
50 H 1.83 -1.43 -0.70
51 H 1.98 -0.80 -4.11
52 H 3.20 1.18 -5.10
53 H 3.54 3.04 -1.23
54 H 2.16 1.13 -0.19

# 5
Below is C20H18LiN5O3S4 as an isolated structure, with properties calculated with ωB97M-V with the def2-TZVPD basis set.

Results
Charge: -2
Calculated total energy, eV: -78174.8626
HOMO energy, hartree: -0.0181

Element x y z (Å)
1 Li 0.26 -0.90 -0.32
2 O 1.75 -3.39 -3.45
3 C 1.32 -2.47 -2.71
4 N 1.12 -2.44 -1.42
5 C 1.25 -3.69 -0.73
6 C 0.20 -3.79 0.36
7 C 0.15 -4.89 1.22
8 C -0.81 -4.94 2.20
9 C -1.71 -3.88 2.32
10 C -1.59 -2.83 1.43
11 N -0.67 -2.79 0.47
12 C 0.92 -1.17 -3.39
13 C 1.42 -0.86 -4.66
14 C 1.03 0.31 -5.27
15 C 0.13 1.14 -4.61
16 C -0.32 0.75 -3.36
17 N 0.06 -0.37 -2.76
18 H 1.15 -4.55 -1.41
19 H 2.23 -3.80 -0.25
20 H 0.87 -5.69 1.10
21 H -0.86 -5.78 2.89
22 H -2.47 -3.86 3.09
23 H -2.25 -1.97 1.47
24 H 2.11 -1.56 -5.12
25 H 1.42 0.59 -6.24
26 H -0.21 2.07 -5.05
27 H -1.03 1.35 -2.80
28 O -3.51 1.18 5.22
29 C -2.78 0.97 4.27
30 S -1.13 0.39 4.37
31 C -0.76 0.26 2.64
32 C -1.76 0.64 1.80
33 S -1.80 0.63 0.06
34 S -3.25 1.20 2.59
35 S 0.84 -0.30 2.26
36 N 1.95 0.84 -0.92
37 C 1.59 1.78 -0.34
38 N 1.19 2.87 0.28
39 C 0.32 3.83 -0.38
40 C -0.80 4.25 0.57
41 O -0.25 4.71 1.80
42 C 0.39 3.61 2.46
43 C 1.59 3.14 1.66
44 H -0.10 3.36 -1.27
45 H 0.90 4.71 -0.67
46 H -1.46 3.40 0.74
47 H -1.36 5.08 0.14
48 H -0.32 2.79 2.58
49 H 0.71 3.96 3.44
50 H 1.97 2.21 2.08
51 H 2.37 3.92 1.67

# 6
Below is one molecule with the formula C20H18N4O3, with properties calculated with ωB97M-V with the def2-TZVPD basis set.

Results
Energy relative to the best compared isomer or geometry (same formula, charge and spin), kcal per mole: 47.7
SMILES: COc1cc(/C=N/NC(=O)c2[nH]nc3c2CCc2ccccc2-3)ccc1O
Calculated total energy, eV: -33134.6023
HOMO energy, hartree: -0.2975

Element x y z (Å)
1 C -0.49 2.72 0.36
2 O 0.52 3.14 -0.53
3 C 0.82 2.32 -1.59
4 C 0.25 1.09 -1.85
5 C 0.64 0.35 -2.98
6 C 0.05 -0.95 -3.21
7 N -0.68 -1.47 -2.31
8 N -1.27 -2.66 -2.46
9 C -2.09 -3.15 -1.47
10 O -2.81 -4.10 -1.65
11 C -2.00 -2.39 -0.21
12 N -3.11 -1.98 0.46
13 N -2.83 -1.27 1.54
14 C -1.51 -1.24 1.61
15 C -0.92 -1.93 0.53
16 C 0.55 -2.13 0.46
17 C 1.27 -0.93 1.07
18 C 0.67 -0.46 2.38
19 C 1.47 0.15 3.33
20 C 0.92 0.63 4.51
21 C -0.44 0.51 4.75
22 C -1.25 -0.10 3.81
23 C -0.70 -0.58 2.62
24 C 1.59 0.88 -3.85
25 C 2.16 2.11 -3.59
26 C 1.79 2.84 -2.47
27 O 2.35 4.05 -2.23
28 H -0.60 3.54 1.08
29 H -0.22 1.81 0.90
30 H -1.44 2.57 -0.16
31 H -0.50 0.66 -1.20
32 H 0.26 -1.44 -4.16
33 H -1.24 -3.16 -3.35
34 H -4.07 -2.16 0.19
35 H 0.88 -2.28 -0.57
36 H 0.80 -3.03 1.03
37 H 2.32 -1.16 1.21
38 H 1.22 -0.10 0.35
39 H 2.53 0.25 3.15
40 H 1.56 1.10 5.24
41 H -0.86 0.89 5.67
42 H -2.31 -0.20 3.97
43 H 1.89 0.32 -4.72
44 H 2.90 2.53 -4.25
45 H 1.96 4.40 -1.42

# 7
Below is C20H18N4O4Yb as an isolated structure, with properties calculated with ωB97M-V with the def2-TZVPD basis set.

Results
Charge: +2
Calculated total energy, eV: -66687.8305
HOMO energy, hartree: -0.4552

Element x y z (Å)
1 C -2.19 0.20 3.75
2 C -1.74 -1.11 3.07
3 O -1.38 -2.00 3.79
4 N -1.86 -1.26 1.60
5 C -3.24 -0.98 1.44
6 C -4.19 -2.17 1.74
7 O -3.76 0.04 1.06
8 C -1.03 -0.48 0.73
9 C 0.16 0.10 1.10
10 C 0.83 -0.05 2.46
11 O 1.14 -1.43 2.77
12 N 1.70 -2.09 1.65
13 O 1.16 -3.11 1.51
14 C 0.93 0.88 0.19
15 C 0.56 1.10 -1.10
16 C 1.39 1.98 -2.02
17 C 2.86 1.59 -2.11
18 C 3.29 0.97 -3.28
19 C 4.60 0.61 -3.49
20 C 5.56 0.87 -2.52
21 C 5.14 1.48 -1.36
22 C 3.82 1.85 -1.14
23 C -0.65 0.46 -1.53
24 N -0.96 0.67 -2.85
25 C -2.07 0.05 -3.17
26 C -2.85 -0.78 -2.32
27 N -2.52 -0.97 -1.07
28 C -1.40 -0.31 -0.64
29 H -3.24 0.15 4.07
30 H -2.10 1.07 3.07
31 H -1.56 0.42 4.61
32 H -5.09 -1.72 2.25
33 H -4.55 -2.69 0.80
34 H -3.77 -2.88 2.47
35 H 1.80 0.48 2.49
36 H 0.25 0.33 3.31
37 H 1.87 1.33 0.51
38 H 1.33 3.01 -1.62
39 H 0.99 2.03 -3.03
40 H 2.55 0.77 -4.05
41 H 4.90 0.14 -4.43
42 H 6.60 0.61 -2.71
43 H 5.91 1.71 -0.61
44 H 3.55 2.36 -0.21
45 H -2.42 0.19 -4.20
46 H -3.74 -1.26 -2.73
47 Yb -6.58 -2.15 1.71

# 8
Below is C20H18N5PtSe3Te as an isolated structure, with properties calculated with ωB97M-V with the def2-TZVPD basis set.

Results
Charge: -1
Spin multiplicity: 3
Calculated total energy, eV: -235063.7282
HOMO energy (spin up / spin down), hartree: -0.1084 / -0.1375

Element x y z (Å)
1 Pt 0.22 1.44 0.10
2 C -6.09 -0.88 -2.91
3 C -5.02 -0.29 -2.03
4 C -5.28 0.11 -0.72
5 C -4.29 0.59 0.10
6 C -2.94 0.75 -0.31
7 N -1.96 1.13 0.53
8 C -2.23 1.69 1.75
9 C -3.07 2.79 1.95
10 C -3.23 3.35 3.20
11 C -2.53 2.88 4.31
12 C -2.64 3.55 5.65
13 C -1.67 1.80 4.13
14 C -1.54 1.21 2.88
15 N -0.67 0.08 2.77
16 C -0.45 -0.86 3.71
17 C 0.57 -1.67 3.27
18 C 0.92 -1.14 2.02
19 N 0.16 -0.10 1.73
20 C -2.71 0.38 -1.66
21 C -3.71 -0.15 -2.46
22 N -1.43 0.53 -2.29
23 C -1.23 0.81 -3.58
24 C 0.12 0.67 -3.85
25 C 0.68 0.33 -2.62
26 N -0.26 0.24 -1.67
27 H -7.08 -0.64 -2.52
28 H -6.02 -1.97 -2.97
29 H -6.04 -0.49 -3.93
30 H -6.29 0.01 -0.32
31 H -4.55 0.85 1.12
32 H -3.58 3.20 1.09
33 H -3.88 4.21 3.32
34 H -3.59 4.08 5.76
35 H -1.84 4.29 5.79
36 H -2.57 2.83 6.47
37 H -1.07 1.44 4.95
38 H -1.05 -0.89 4.61
39 H 0.99 -2.52 3.78
40 H 1.69 -1.44 1.32
41 H -3.44 -0.47 -3.46
42 H -2.05 1.10 -4.21
43 H 0.62 0.84 -4.78
44 H 1.71 0.20 -2.32
45 Se 2.91 1.52 0.40
46 Se 1.39 2.97 1.56
47 Te 0.25 3.66 -1.25
48 Se -2.00 3.98 -2.07

# 9
Below is C20H18NPbS4 as an isolated structure, with properties calculated with ωB97M-V with the def2-TZVPD basis set.

Results
Energy relative to the best compared isomer or geometry (same formula, charge and spin), kcal per mole: 0.0
Charge: -1
Calculated total energy, eV: -71113.4216
HOMO energy, hartree: -0.1352

Element x y z (Å)
1 Pb 0.15 -0.27 1.59
2 S -1.93 -1.52 3.06
3 C -3.07 -0.21 2.89
4 C -3.83 0.24 3.98
5 C -4.76 1.26 3.86
6 C -4.98 1.87 2.63
7 C -4.24 1.45 1.53
8 C -3.30 0.44 1.66
9 S -2.36 -0.14 0.26
10 C -2.10 1.40 -0.65
11 C -0.96 1.27 -1.62
12 C -0.95 2.08 -2.75
13 C 0.17 2.06 -3.56
14 C 1.22 1.22 -3.24
15 C 1.11 0.43 -2.11
16 C 2.26 -0.45 -1.70
17 S 3.16 0.25 -0.27
18 C 3.44 1.89 -0.90
19 C 4.44 2.02 -1.86
20 C 4.68 3.23 -2.50
21 C 3.90 4.32 -2.14
22 C 2.92 4.21 -1.18
23 C 2.64 2.99 -0.50
24 S 1.42 2.95 0.72
25 N 0.04 0.45 -1.31
26 H -3.66 -0.23 4.94
27 H -5.32 1.58 4.73
28 H -5.70 2.66 2.52
29 H -4.41 1.91 0.57
30 H -1.84 2.18 0.07
31 H -3.01 1.70 -1.18
32 H -1.78 2.74 -2.96
33 H 0.23 2.71 -4.43
34 H 2.12 1.20 -3.83
35 H 2.95 -0.58 -2.53
36 H 1.90 -1.43 -1.37
37 H 5.03 1.15 -2.11
38 H 5.47 3.31 -3.24
39 H 4.06 5.28 -2.61
40 H 2.33 5.07 -0.90
41 C 0.57 -2.34 0.64
42 H 1.64 -2.59 0.69
43 H 0.25 -2.35 -0.40
44 H 0.00 -3.09 1.19

Copy entry 2 word for word.
Below is a 6-piece molecular cluster, C20H18F24N7O16S8 overall, with properties calculated with ωB97M-V with the def2-TZVPD basis set.

Results
Energy relative to the best compared isomer or geometry (same formula, charge and spin), kcal per mole: 111.0
Charge: -1
Calculated total energy, eV: -216113.9751
HOMO energy, hartree: -0.1959

Element x y z (Å)
1 N 3.60 1.57 4.81
2 H 4.42 1.14 5.22
3 H 3.59 2.58 4.88
4 H 2.88 1.28 5.45
5 H 3.35 1.27 3.88
6 C 8.83 -6.87 9.43
7 N 7.72 -5.90 9.30
8 C 7.29 -5.46 8.07
9 C 6.20 -4.55 7.95
10 C 5.48 -4.22 9.07
11 C 5.92 -4.68 10.36
12 C 7.08 -5.49 10.43
13 C 4.23 -3.50 8.95
14 C 4.11 -2.32 8.15
15 C 2.86 -1.68 8.15
16 N 1.85 -2.19 8.91
17 C 1.95 -3.30 9.61
18 C 3.13 -3.98 9.68
19 C 0.61 -1.37 9.11
20 H 8.62 -7.63 8.67
21 H 8.91 -7.22 10.46
22 H 9.74 -6.36 9.12
23 H 7.79 -5.75 7.16
24 H 5.84 -4.11 7.03
25 H 5.49 -4.33 11.28
26 H 7.49 -5.81 11.38
27 H 5.02 -1.83 7.85
28 H 2.75 -0.72 7.67
29 H 1.01 -3.52 10.10
30 H 3.19 -4.86 10.31
31 H 0.58 -0.81 8.18
32 H 0.71 -0.73 9.99
33 H -0.22 -2.07 9.14
34 C 1.63 0.89 -2.78
35 F 2.46 1.54 -3.58
36 F 0.44 0.78 -3.37
37 F 2.20 -0.28 -2.65
38 S 1.45 1.77 -0.99
39 O 0.56 2.92 -1.16
40 O 0.91 0.64 -0.24
41 N 3.11 2.21 -0.63
42 S 3.49 1.27 0.47
43 O 2.82 1.58 1.76
44 O 3.65 -0.08 0.13
45 C 5.32 1.87 0.84
46 F 5.35 3.15 1.03
47 F 5.74 1.26 1.92
48 F 6.06 1.50 -0.26
49 C 5.69 6.37 2.33
50 F 6.22 5.39 1.61
51 F 6.74 6.94 2.95
52 F 5.02 7.14 1.47
53 S 4.39 5.48 3.49
54 O 4.81 4.10 3.49
55 O 4.35 6.17 4.79
56 N 2.92 5.50 2.61
57 S 1.93 5.46 3.76
58 O 2.19 4.36 4.67
59 O 1.57 6.74 4.39
60 C 0.29 5.00 2.78
61 F -0.01 5.89 1.89
62 F 0.48 3.82 2.21
63 F -0.76 4.94 3.57
64 C 4.73 -2.08 4.07
65 F 5.02 -3.17 3.35
66 F 4.13 -1.29 3.15
67 F 3.93 -2.34 5.04
68 S 6.34 -1.25 4.78
69 O 7.01 -2.29 5.54
70 O 7.09 -0.75 3.60
71 N 5.61 0.09 5.67
72 S 6.82 0.48 6.56
73 O 6.96 -0.44 7.69
74 O 8.10 0.75 5.82
75 C 6.27 2.12 7.31
76 F 5.77 2.86 6.30
77 F 5.39 1.97 8.29
78 F 7.38 2.66 7.79
79 C 2.29 2.80 8.16
80 F 2.86 1.73 8.71
81 F 2.04 3.68 9.11
82 F 3.08 3.36 7.20
83 S 0.65 2.18 7.27
84 O -0.25 1.64 8.25
85 O 0.25 3.35 6.52
86 N 1.32 0.99 6.20
87 S 0.23 0.81 5.16
88 O -1.16 0.90 5.57
89 O 0.63 1.43 3.89
90 C 0.49 -1.12 4.91
91 F -0.68 -1.60 4.50
92 F 1.43 -1.34 3.96
93 F 0.78 -1.71 6.05